A 12-piece molecular cluster, C36H96O36S12 overall at a distorted geometry, computed with wB97M-V/def2-TZVPD.

* gap between HOMO and LUMO: 11.059 eV
* SMILES string: CCOS(C)(=O)=O.CCOS(C)(=O)=O.CCOS(C)(=O)=O.CCOS(C)(=O)=O.CCOS(C)(=O)=O.CCOS(C)(=O)=O.CCOS(C)(=O)=O.CCOS(C)(=O)=O.CCOS(C)(=O)=O.CCOS(C)(=O)=O.CCOS(C)(=O)=O.CCOS(C)(=O)=O
* energy relative to the best compared isomer or geometry (same formula, charge and spin): 11.618 eV
* LUMO energy: 0.2 eV

```
180
C36H96O36S12 (wB97M-V/def2-TZVPD)
O 10.09561 11.20907 3.43895
S 9.71226 12.24470 2.46955
O 10.71187 12.81887 1.53007
O 8.54913 11.58248 1.43641
C 7.67364 10.64776 2.04939
C 6.67451 10.04728 0.98653
C 8.73213 13.57693 3.38441
H 7.21494 11.00633 2.97086
H 8.16445 9.77197 2.47388
H 6.17589 10.85341 0.44836
H 5.92313 9.39402 1.43014
H 7.29502 9.43716 0.33015
H 8.05037 14.02471 2.66136
H 9.44402 14.33586 3.70896
H 8.07831 13.10952 4.12072
O 1.88327 9.77583 8.73619
S 0.63888 9.11854 8.29503
O 0.22083 7.94205 9.06087
O -0.58352 10.25852 8.25325
C -0.21689 11.51081 7.72154
C -1.18434 12.61669 8.11775
C 0.84336 8.65303 6.52279
H -0.00422 11.46162 6.65362
H 0.72796 11.82118 8.16768
H -2.09371 12.77120 7.53701
H -0.53903 13.48300 7.97219
H -1.46360 12.64371 9.17102
H 1.80236 8.14664 6.41325
H 0.83488 9.50433 5.84211
H 0.10939 7.89243 6.25657
O -1.70572 -2.89961 9.80722
S -1.97496 -1.50769 10.17193
O -3.29875 -0.97027 9.98058
O -1.52022 -1.30252 11.75800
C -1.26232 -0.01667 12.21029
C -2.41686 0.16298 13.20965
C -0.62456 -0.42501 9.31830
H -1.33193 0.85672 11.56187
H -0.29646 -0.02382 12.71542
H -3.39479 0.19235 12.72914
H -2.41745 1.05809 13.83167
H -2.43896 -0.64088 13.94546
H 0.32313 -0.50935 9.85015
H -0.89469 0.62784 9.39976
H -0.46578 -0.83999 8.32297
O 10.61716 -1.14787 -10.31281
S 9.63305 -1.10109 -11.40957
O 8.55977 -2.07967 -11.39808
O 9.04519 0.41907 -11.38684
C 7.85080 0.77678 -12.08657
C 6.60390 0.59243 -11.16851
C 10.43269 -1.14128 -13.00713
H 7.56432 0.13884 -12.92268
H 7.72097 1.78836 -12.47123
H 6.48076 -0.46142 -10.91885
H 5.63312 0.83174 -11.60258
H 6.62589 1.03398 -10.17219
H 10.74485 -2.12663 -13.35315
H 11.25145 -0.42176 -13.00152
H 9.72894 -0.87090 -13.79435
O 1.00809 6.41635 -7.39625
S -0.18748 7.12096 -7.87998
O -0.38089 7.36037 -9.28725
O -1.47740 6.25031 -7.26808
C -2.78968 6.79370 -7.31045
C -3.87459 5.74733 -7.57750
C -0.30083 8.77243 -6.99467
H -2.81341 7.45366 -8.17762
H -2.86812 7.50969 -6.49234
H -4.84352 6.15938 -7.85946
H -3.94429 5.15908 -6.66251
H -3.58363 5.20717 -8.47843
H -0.24267 8.47457 -5.94777
H -1.19609 9.33608 -7.25716
H 0.53023 9.38991 -7.33548
O -13.84602 1.17993 -2.02511
S -13.45185 2.54113 -2.46312
O -14.02780 3.69538 -1.80279
O -11.77677 2.55602 -2.50545
C -11.13409 3.80801 -2.86650
C -9.87986 4.06014 -2.17117
C -13.82636 2.60758 -4.25878
H -11.76114 4.69936 -2.84674
H -10.75925 3.61717 -3.87207
H -9.27636 3.16194 -2.30201
H -9.98868 4.33801 -1.12281
H -9.29955 4.85531 -2.63917
H -13.40391 1.73768 -4.76169
H -13.29579 3.49659 -4.59972
H -14.90716 2.69911 -4.36642
O -5.57245 -11.21554 3.86941
S -5.81863 -10.31718 2.75438
O -4.82711 -10.16079 1.69428
O -7.34147 -10.68743 2.14029
C -7.68357 -10.03880 0.93257
C -8.86460 -10.78077 0.37790
C -6.29480 -8.62146 3.40268
H -6.92464 -9.97831 0.15252
H -7.91782 -9.06243 1.35674
H -9.57306 -10.86495 1.20197
H -8.53895 -11.76547 0.04261
H -9.34569 -10.21793 -0.42202
H -6.10775 -7.87068 2.63493
H -5.67154 -8.27287 4.22617
H -7.30813 -8.70204 3.79608
O 6.86574 1.81953 5.45502
S 7.82102 1.70153 4.33830
O 7.63648 2.64057 3.16213
O 9.31161 1.67232 5.09924
C 10.52428 2.02748 4.35588
C 11.53750 2.45131 5.36893
C 7.86072 -0.03263 3.63183
H 10.27249 2.77748 3.60607
H 10.79810 1.09940 3.85410
H 11.69426 1.83176 6.25192
H 11.29824 3.42573 5.79479
H 12.52197 2.54846 4.91125
H 7.96183 -0.76256 4.43500
H 8.81804 -0.08323 3.11312
H 6.96216 -0.25994 3.05822
O 5.38507 -13.52872 9.76672
S 4.81760 -13.72602 8.39867
O 3.95518 -14.87750 8.15298
O 3.94728 -12.34132 8.04781
C 3.08170 -12.41727 6.94129
C 2.74381 -10.99898 6.47538
C 6.07715 -13.61207 7.02632
H 2.17756 -12.97674 7.18139
H 3.43892 -12.93567 6.05149
H 3.63752 -10.37501 6.48314
H 2.06477 -10.43388 7.11387
H 2.30726 -11.10007 5.48175
H 5.60077 -13.91490 6.09388
H 6.91261 -14.28879 7.20570
H 6.42498 -12.59115 6.86873
O -7.16043 -3.00009 -7.46222
S -8.28443 -2.62936 -6.59979
O -9.14494 -1.46738 -6.81203
O -9.20051 -4.07849 -6.43571
C -10.56308 -4.09691 -6.05289
C -10.78905 -4.14243 -4.51393
C -7.57739 -2.55350 -4.92134
H -11.06469 -4.97382 -6.46217
H -11.02771 -3.25180 -6.56083
H -10.19264 -4.87920 -3.97581
H -11.85178 -4.30446 -4.33377
H -10.58338 -3.18183 -4.04165
H -6.83044 -1.76003 -4.94519
H -7.19667 -3.50019 -4.53802
H -8.42512 -2.31328 -4.27966
O -0.91921 0.63180 -1.01684
S 0.39507 0.82737 -0.36324
O 0.51629 1.60800 0.91402
O 1.05149 -0.70898 -0.14642
C 0.14919 -1.80003 -0.12734
C 0.71025 -2.89806 0.78230
C 1.68569 1.43615 -1.53957
H -0.07425 -2.06776 -1.16006
H -0.78968 -1.46829 0.31603
H 1.09956 -2.48704 1.71375
H 1.60786 -3.24575 0.27090
H 0.08422 -3.78445 0.88471
H 2.51162 1.73068 -0.89212
H 1.22924 2.31294 -1.99892
H 1.93068 0.77352 -2.36963
O 1.97777 -4.81883 -6.54396
S 2.29425 -6.23005 -6.19684
O 3.39982 -6.47981 -5.26478
O 0.91201 -6.93602 -5.59145
C -0.29203 -6.49648 -6.10116
C -1.36465 -7.40411 -5.55970
C 2.54769 -7.17190 -7.80485
H -0.36354 -6.57877 -7.18569
H -0.53937 -5.45329 -5.90452
H -1.58940 -7.30978 -4.49730
H -1.17642 -8.46803 -5.70379
H -2.31785 -7.24057 -6.06245
H 2.17109 -8.19251 -7.73657
H 3.60914 -7.40608 -7.88596
H 2.12404 -6.58104 -8.61694
```



A 2-piece molecular cluster, C4H6N2O2 overall at a distorted geometry, computed with wB97M-V/def2-TZVPD.

* gap between HOMO and LUMO: 10.229 eV
* SMILES string: C=CN=C=O.C=NO
* energy relative to the best compared isomer or geometry (same formula, charge and spin): 4.043 eV
* LUMO energy: 0.8 eV

```
14
C4H6N2O2 (wB97M-V/def2-TZVPD)
C 0.79484 1.50926 0.03364
C -1.64352 1.62110 0.00151
C 1.92904 2.21076 -0.15443
C -0.96743 -1.96674 0.25645
N -0.53138 2.01430 0.12053
N -1.79995 -1.04470 0.25531
O -2.83984 1.58740 0.02282
O -3.08778 -1.18817 -0.29304
H 0.83929 0.36924 0.13006
H 2.83804 1.63103 -0.34461
H 2.02735 3.20547 0.00828
H -1.24198 -2.98854 -0.12037
H 0.00162 -1.65610 0.55243
H -3.60983 -0.42439 0.07032
```